(1)
ORCA calculation (the ωB97M-V functional and the def2-TZVPD basis) on a cluster of 2 separate species, C5H14 in total in a non-equilibrium geometry.

## Properties
Relative energy (zero: lowest compared OMol25 entry of this formula, charge and spin) ... 49.7 kJ/mol
Total energy ... -198.813601 Eh

Geometry as ORCA input:
```
! RIJCOSX wB97M-V def2-TZVPD def2/J DEFGRID3
* xyz -1 2
C -1.1652 -1.4558 0.5921
C -0.2859 -1.0927 1.7877
C -2.2182 -0.4062 0.3064
H -0.5245 -1.6202 -0.2820
H -1.6543 -2.4203 0.7735
H 0.3189 -1.9472 2.0943
H -0.8450 -0.6532 2.6192
H -3.0228 -0.3549 1.0386
H -1.7593 0.5823 0.3750
H 0.3128 -0.2217 1.5302
H -2.8547 -0.5364 -0.5708
C 1.0299 1.5031 -1.1557
C 2.4476 1.0111 -1.4692
H 0.8476 2.4254 -0.5925
H 0.4299 1.7513 -2.0331
H 0.5186 0.7425 -0.5614
H 2.3489 0.3161 -2.2967
H 2.8643 0.5883 -0.5426
H 3.2111 1.7884 -1.6130
*
```

Mulliken atomic charge list, values in e, 5 entries: number 1, C, carries -0.4190; number 2, C, carries -2.2360; number 3, C, carries -1.9148; number 4, H, carries 0.3185; number 5, H, carries 0.7345

=====

(2)
ORCA calculation (the ωB97M-V functional and the def2-TZVPD basis) on a cluster of 2 separate species, C5H14 in total.

## Properties
Relative energy (zero: lowest compared OMol25 entry of this formula, charge and spin) ... 18.2 kJ/mol
Total energy ... -198.882239 Eh

Geometry as ORCA input:
```
! RIJCOSX wB97M-V def2-TZVPD def2/J DEFGRID3
* xyz 0 1
C 1.1560 1.8476 0.8537
C 2.0438 3.0647 1.1292
H 0.3015 1.8042 1.5301
H 0.7897 1.8700 -0.1725
H 1.6924 0.9128 1.0149
H 3.0652 2.8993 0.7664
H 2.1217 3.2669 2.1959
H 1.6808 3.9311 0.5730
C -1.0502 -1.2091 -0.9165
C -2.4473 -1.8199 -0.9087
C 0.0356 -2.1545 -0.3955
H -0.8322 -0.9330 -1.9463
H -1.0601 -0.3094 -0.3057
H -2.7133 -2.2668 0.0544
H -2.5306 -2.5777 -1.6853
H 0.9438 -2.1965 -0.9955
H 0.3451 -1.8886 0.6163
H -3.2071 -1.0608 -1.0954
H -0.3349 -3.1804 -0.3124
*
```

Mulliken atomic charge list, values in e, 5 entries: number 1, C, carries -0.7089; number 2, C, carries -0.9516; number 3, H, carries 0.2975; number 4, H, carries 0.2546; number 5, H, carries 0.2621

=====

(3)
ORCA calculation (the ωB97M-V functional and the def2-TZVPD basis) on a cluster of 2 separate species, C5H14 in total.

## Properties
Relative energy (zero: lowest compared OMol25 entry of this formula, charge and spin) ... 9.8 kJ/mol
Total energy ... -198.885428 Eh

Geometry as ORCA input:
```
! RIJCOSX wB97M-V def2-TZVPD def2/J DEFGRID3
* xyz 0 1
C -0.6267 -0.8849 0.9907
C -1.3096 -1.6186 -0.1727
C -0.9414 -1.5485 2.3481
H -0.9256 0.1620 1.0067
H 0.4570 -0.9116 0.8579
H -2.3696 -1.3650 -0.2132
H -0.8588 -1.3764 -1.1333
H -0.1331 -1.3909 3.0618
H -1.2201 -2.6919 -0.0025
H -1.0245 -2.6280 2.2029
H -1.8717 -1.1806 2.7787
C 1.3522 1.3431 -0.9876
C 1.3632 2.5191 -1.9683
H 2.3379 1.1681 -0.5542
H 0.6584 1.5372 -0.1690
H 1.0207 0.4170 -1.4561
H 0.3977 2.6094 -2.4645
H 2.1491 2.4002 -2.7124
H 1.5448 3.4402 -1.4131
*
```

Mulliken atomic charge list, values in e, 5 entries: number 1, C, carries 0.0176; number 2, C, carries -1.0799; number 3, C, carries -1.2047; number 4, H, carries 0.2155; number 5, H, carries 0.2248